Run w
Entry from the OMol25 dataset: a structure of composition C5H5NO (the ωB97M-V functional and the def2-TZVPD basis).

Computed properties:
Orbital gap (spin up / spin down) (eV): 8.18 / 8.18
HOMO (spin up / spin down) (Eh): -0.3098 / -0.3100

Each line ends with the natural charge from an NBO analysis.
Element x y z (Å)
O: -0.8254 1.1347 2.4622  -0.448
C: -0.3818 0.7020 1.4650  0.632
C: -0.0411 -0.5794 0.8199  -0.400
C: -0.7500 -0.8632 -0.4863  -0.359
C: 0.6212 -0.3259 -0.5453  -0.260
C: 0.7511 1.0852 -0.9874  0.083
N: 1.0761 1.5658 -2.0138  -0.294
H: 0.2121 1.7176 0.1728  0.038
H: 0.3471 -1.3928 1.4329  0.270
H: -1.5665 -0.1964 -0.7441  0.239
H: -0.9037 -1.9047 -0.7367  0.242
H: 1.4610 -0.9431 -0.8391  0.258

Run x
Entry from the OMol25 dataset: the molecule C5H5NO (the ωB97M-V functional and the def2-TZVPD basis).

Computed properties:
Orbital gap (eV): 10.81
HOMO (Eh): -0.3798
SMILES: N#C[C@@H]1C[C@@H]1C=O

Each line ends with the natural charge from an NBO analysis.
Element x y z (Å)
N: 1.0255 -2.0252 -1.5262  -0.295
C: 0.6636 -0.9831 -1.1760  0.254
C: 0.2659 0.3432 -0.7458  -0.347
C: 1.0967 0.8189 0.4432  -0.347
C: -0.3416 0.4637 0.6427  -0.317
C: -1.2954 -0.6964 0.6920  0.448
O: -1.3600 -1.6999 1.3364  -0.478
H: -0.3903 0.8258 -1.4580  0.265
H: 1.9304 0.1699 0.6989  0.250
H: 1.3145 1.8739 0.5870  0.240
H: -0.9341 1.3804 0.6814  0.229
H: -1.9750 -0.4711 -0.1757  0.098

Q: Which of them is the most stable? A: run x.

Run w
Entry from the OMol25 dataset: the molecule C5H5NO (the ωB97M-V functional and the def2-TZVPD basis).

Computed properties:
Orbital gap (spin up / spin down) (eV): 7.69 / 7.69
HOMO (spin up / spin down) (Eh): -0.2938 / -0.2938

Each line ends with the natural charge from an NBO analysis.
Element x y z (Å)
O: 1.6103 1.9805 0.5583  -0.573
C: 0.8291 1.0532 0.3873  0.395
C: 1.3729 -0.3338 0.2417  -0.089
C: 1.8871 -1.4262 0.2643  -0.241
C: -0.5956 1.1478 0.5088  -0.278
C: -1.1109 -0.4243 -1.0642  -0.075
N: -1.3545 0.0659 0.1236  -0.408
H: 2.3506 -2.3901 0.2903  0.239
H: -1.0588 1.9851 1.0106  0.218
H: -1.2275 -1.4742 -1.2918  0.198
H: -0.7774 0.2753 -1.8162  0.214
H: -1.9254 -0.4594 0.7873  0.401

Run x
Entry from the OMol25 dataset: the molecule C5H5NO (the ωB97M-V functional and the def2-TZVPD basis).

Computed properties:
Orbital gap (eV): 9.66
HOMO (Eh): -0.3540
SMILES: C#CC(=O)[C@H]1CN1

Each line ends with the natural charge from an NBO analysis.
Element x y z (Å)
C: 2.2110 -0.9845 -0.3010  -0.174
C: 1.3601 -0.2689 0.1645  -0.138
C: 0.5236 0.7153 0.8974  0.521
O: 0.7709 1.1400 1.9956  -0.462
C: -0.6292 0.9112 -0.0492  -0.214
C: -0.8826 -0.4050 -0.6131  -0.254
N: -2.0161 0.6657 0.0842  -0.541
H: 3.0452 -1.5634 -0.6244  0.244
H: -0.4412 1.6804 -0.7956  0.230
H: -0.8651 -1.2923 0.0101  0.215
H: -0.7603 -0.6112 -1.6800  0.223
H: -2.2230 0.2116 0.9777  0.349

Q: Which of them is the most stable? A: run w.

Run w
Entry from the OMol25 dataset: a structure of composition C5H5NO (the ωB97M-V functional and the def2-TZVPD basis).

Computed properties:
Orbital gap (eV): 10.39
HOMO (Eh): -0.3526

Each line ends with the natural charge from an NBO analysis.
Element x y z (Å)
O: -1.4620 0.2340 -0.4624  -0.496
C: -1.0090 -0.9887 0.1348  -0.035
C: 0.4223 -0.6745 -0.3558  -0.401
C: -0.1654 0.7259 -0.3876  0.322
C: 0.0778 1.9970 -0.1383  -0.483
C: 1.5477 -1.0485 0.4895  0.279
N: 2.4164 -1.4350 1.1469  -0.294
H: -0.8375 2.5704 -0.0428  0.228
H: -1.0722 -0.9114 1.2272  0.187
H: -1.5261 -1.8657 -0.2501  0.198
H: 0.5681 -1.0723 -1.3661  0.267
H: 1.0400 2.4691 0.0049  0.228

Run x
Entry from the OMol25 dataset: the molecule C5H5NO (the ωB97M-V functional and the def2-TZVPD basis).

Computed properties:
Orbital gap (eV): 10.07
HOMO (Eh): -0.3465
SMILES: C#C[C@@H](C#N)CO

Each line ends with the natural charge from an NBO analysis.
Element x y z (Å)
C: 0.6273 2.0670 -0.3304  -0.317
C: 0.2751 0.9083 -0.3812  0.059
C: 0.3286 -0.5846 -0.3953  -0.425
C: 1.4976 -0.9957 0.4023  0.287
N: 2.4377 -1.2369 1.0318  -0.294
C: -1.0648 -0.8666 0.1819  -0.041
O: -1.6530 0.4998 -0.0101  -0.728
H: 1.4957 2.6682 -0.4422  0.243
H: 0.4624 -0.9395 -1.4273  0.271
H: -1.0379 -1.2721 1.2038  0.209
H: -1.6926 -1.4948 -0.4588  0.213
H: -1.6762 1.2470 0.6256  0.524

Q: Which of them is the most stable? A: run w.

Run w
Entry from the OMol25 dataset: the molecule C5H5NO (the ωB97M-V functional and the def2-TZVPD basis).

Computed properties:
Orbital gap (eV): 9.99
HOMO (Eh): -0.3638
SMILES: C#CC(=O)[C@H]1CN1

Each line ends with the natural charge from an NBO analysis.
Element x y z (Å)
C: 2.3542 -0.8137 -0.3020  -0.156
C: 1.6966 -0.1811 0.4865  -0.118
C: 0.5525 0.5298 1.0629  0.505
O: 0.4423 0.8977 2.2077  -0.476
C: -0.4228 0.7292 -0.0737  -0.180
C: -1.1409 -0.4342 -0.6319  -0.241
N: -1.8671 0.6981 -0.0441  -0.561
H: 2.9442 -1.3789 -0.9874  0.242
H: -0.0082 1.4321 -0.7953  0.223
H: -1.1370 -1.3731 -0.0794  0.198
H: -1.1860 -0.5449 -1.7126  0.201
H: -2.2281 0.4391 0.8691  0.362

Run x
Entry from the OMol25 dataset: the molecule C5H5NO (the ωB97M-V functional and the def2-TZVPD basis).

Computed properties:
Orbital gap (eV): 9.72
HOMO (Eh): -0.3387
SMILES: C=C=C(O)CC#N

Each line ends with the natural charge from an NBO analysis.
Element x y z (Å)
C: 1.8035 0.2579 0.6848  -0.400
C: 1.1241 -0.4351 -0.2055  -0.153
C: -0.0173 -0.1433 -0.8151  0.352
O: -0.0732 0.4312 -2.0324  -0.652
C: -1.3696 -0.2752 -0.1694  -0.563
C: -1.2872 -0.5498 1.2734  0.289
N: -1.2599 -0.7287 2.4145  -0.302
H: 1.3442 1.2093 0.9522  0.186
H: 2.7291 -0.0046 1.1716  0.203
H: 0.8460 0.5814 -2.3088  0.498
H: -1.8657 0.6972 -0.3009  0.272
H: -1.9739 -1.0402 -0.6645  0.270

Run y
Entry from the OMol25 dataset: the molecule C5H5NO (the ωB97M-V functional and the def2-TZVPD basis).

Computed properties:
Orbital gap (eV): 9.32
HOMO (Eh): -0.3341

Each line ends with the natural charge from an NBO analysis.
Element x y z (Å)
N: -1.6676 -2.4066 -0.3125  -0.273
C: -1.3570 -1.3194 -0.0678  0.241
C: -0.9676 0.0681 0.2553  -0.034
O: -0.2614 0.1902 1.5381  -0.477
C: 1.0326 0.4784 1.3638  0.338
C: 1.3488 -0.0340 -0.0442  -0.563
C: 0.1366 0.7197 -0.5736  -0.410
H: -1.8699 0.6770 0.3401  0.243
H: 0.2755 1.6713 -0.0199  0.217
H: 2.2945 0.2895 -0.4872  0.236
H: 1.3009 -1.1407 -0.0293  0.240
H: 0.0105 0.9566 -1.6242  0.243

Q: Which of them is the most stable? A: run x.

Run w
Entry from the OMol25 dataset: the molecule C5H5NO (the ωB97M-V functional and the def2-TZVPD basis).

Computed properties:
Orbital gap (eV): 10.46
HOMO (Eh): -0.3918
SMILES: C#C[C@@H](C#N)CO

Each line ends with the natural charge from an NBO analysis.
Element x y z (Å)
C: 0.6226 1.6772 -1.3613  -0.096
C: 0.6323 1.1148 -0.2926  -0.098
C: 0.2735 -0.3330 -0.1397  -0.381
C: 1.4875 -1.1215 0.0646  0.284
N: 2.4568 -1.7408 0.1741  -0.298
C: -0.8197 -0.5258 0.9025  -0.043
O: -1.8808 0.3630 0.6645  -0.700
H: 0.5261 1.8890 -2.3938  0.238
H: -0.1453 -0.6447 -1.1071  0.251
H: -0.3779 -0.4091 1.8980  0.172
H: -1.2211 -1.5326 0.7828  0.194
H: -1.5538 1.2634 0.8080  0.475

Run x
Entry from the OMol25 dataset: the molecule C5H5NO (the ωB97M-V functional and the def2-TZVPD basis).

Computed properties:
Orbital gap (eV): 8.86
HOMO (Eh): -0.3306
SMILES: C1=COC2=N[C@@H]2C1

Each line ends with the natural charge from an NBO analysis.
Element x y z (Å)
C: 0.4166 1.1786 -0.0931  -0.241
C: -0.8307 1.1322 -0.6442  0.115
O: -0.9643 0.2055 -1.6911  -0.491
C: -0.5360 -0.9268 -0.9025  0.399
N: -1.0578 -1.8899 -0.3230  -0.281
C: 0.4903 -0.9961 0.0933  -0.118
C: 0.5310 0.2020 1.0794  -0.452
H: 1.2325 1.0533 -0.8132  0.197
H: -1.7483 1.2251 -0.0574  0.173
H: 1.3723 -1.6183 -0.0532  0.228
H: -0.3527 0.2084 1.7264  0.240
H: 1.4472 0.2261 1.6787  0.230

Q: Which of them is the most stable? A: run w.

Run w
Entry from the OMol25 dataset: a cluster of 2 separate species, C11H12NO2 in total (the ωB97M-V functional and the def2-TZVPD basis).

Computed properties:
Net charge: -1
Orbital gap (eV): 7.70
HOMO (Eh): -0.1596

Each line ends with the natural charge from an NBO analysis.
Element x y z (Å)
C: 0.0281 3.2383 -1.8738  -0.628
C: 1.1520 1.5988 -0.2380  -0.045
C: -0.4083 0.0968 0.1196  0.131
C: 0.0282 2.0674 -0.9142  -0.107
C: -1.0043 1.1191 -0.6815  -0.110
C: -1.2232 -0.8898 0.7303  -0.181
C: -2.5755 -0.7838 0.5251  -0.259
C: -2.3808 1.1449 -0.9993  -0.232
C: -3.1514 0.1921 -0.3441  -0.240
N: 0.9078 0.3968 0.3361  -0.510
H: 1.6033 -0.1239 0.8795  0.470
H: 2.1438 1.9886 -0.3724  0.186
H: -0.8736 -1.7382 1.3110  0.267
H: 0.4649 4.1102 -1.4365  0.206
H: -0.9955 3.4086 -2.1813  0.205
H: -3.2441 -1.5566 0.8634  0.197
H: -2.8423 1.9055 -1.6429  0.198
H: -4.2238 0.2005 -0.4777  0.187
H: 0.6088 2.8620 -2.6958  0.208
C: 2.8266 -2.8942 0.9415  -0.740
C: 1.5619 -2.6246 1.7483  0.763
O: 1.3014 -1.4083 2.0601  -0.831
O: 0.8946 -3.6160 2.0710  -0.753
H: 3.0176 -3.9459 1.0584  0.216
H: 3.6703 -2.3180 1.3053  0.198
H: 2.7137 -2.4302 -0.0920  0.205

Run x
Entry from the OMol25 dataset: a cluster of 2 separate species, C11H12NO2 in total (the ωB97M-V functional and the def2-TZVPD basis).

Computed properties:
Net charge: -1
Orbital gap (eV): 7.85
HOMO (Eh): -0.1604

Each line ends with the natural charge from an NBO analysis.
Element x y z (Å)
C: 0.9096 -2.7872 -0.5527  -0.750
C: 1.8292 -1.8515 -1.4033  0.776
O: 1.4288 -1.7588 -2.5941  -0.825
O: 2.8102 -1.3177 -0.8537  -0.790
H: -0.0717 -2.6639 -0.9828  0.212
H: 1.0361 -2.5944 0.5168  0.198
H: 1.2164 -3.8271 -0.6652  0.196
C: 1.1146 1.9500 2.4245  -0.624
C: 1.5593 1.1335 -0.0116  0.040
C: 0.7761 1.3134 1.0786  -0.127
C: -0.4363 0.5274 -0.7023  0.157
C: -0.5490 0.9290 0.6542  -0.099
C: -1.5104 0.2004 -1.5297  -0.244
C: -1.8341 0.7718 1.1842  -0.206
C: -2.7732 0.0884 -0.9852  -0.240
C: -2.9285 0.4940 0.3656  -0.271
N: 0.8461 0.7825 -1.1299  -0.518
H: 2.6118 1.2272 -0.1998  0.222
H: 1.2018 0.5884 -2.0512  0.447
H: 1.6996 1.2613 3.0273  0.209
H: 0.1337 2.0517 2.8886  0.210
H: -1.2224 -0.2359 -2.4853  0.230
H: -2.0561 1.0935 2.1933  0.188
H: -3.7146 -0.3074 -1.3403  0.206
H: -3.7576 0.0853 0.9445  0.190
H: 1.6804 2.8462 2.2095  0.211

Run y
Entry from the OMol25 dataset: a cluster of 2 separate species, C11H12NO2 in total (the ωB97M-V functional and the def2-TZVPD basis).

Computed properties:
Net charge: -1
Orbital gap (eV): 7.81
HOMO (Eh): -0.1642

Each line ends with the natural charge from an NBO analysis.
Element x y z (Å)
C: -0.2312 -2.9996 -1.4332  -0.627
C: 0.8702 -0.8691 -0.4737  0.008
C: -0.8210 0.5302 -0.2591  0.134
C: -0.2469 -1.6309 -0.8131  -0.145
C: -1.3154 -0.7049 -0.7263  -0.103
C: -1.6898 1.6204 -0.0422  -0.220
C: -3.0200 1.3558 -0.0170  -0.255
C: -2.6902 -0.8232 -1.0064  -0.202
C: -3.5478 0.1582 -0.5390  -0.268
N: 0.5543 0.4096 -0.1888  -0.536
H: 1.3325 1.1607 -0.0225  0.473
H: 1.9033 -1.1689 -0.5338  0.205
H: -1.2629 2.5633 0.2801  0.213
H: -1.0400 -3.5804 -0.9683  0.202
H: 0.6459 -3.5372 -1.0797  0.210
H: -3.7158 2.1129 0.3176  0.197
H: -2.9956 -1.7250 -1.5282  0.194
H: -4.5859 -0.1488 -0.4723  0.198
H: -0.2721 -2.9390 -2.5197  0.205
C: 3.1030 1.0147 2.2209  -0.736
C: 3.2553 2.0291 1.0973  0.773
O: 2.7318 1.6948 -0.0370  -0.820
O: 3.8476 3.0999 1.2926  -0.729
H: 2.4409 1.3979 3.0003  0.210
H: 4.1041 0.8682 2.6174  0.212
H: 2.6460 0.1111 1.8340  0.206

Run z
Entry from the OMol25 dataset: a cluster of 2 separate species, C11H12NO2 in total (the ωB97M-V functional and the def2-TZVPD basis).

Computed properties:
Net charge: -1
Orbital gap (eV): 7.58
HOMO (Eh): -0.1561

Each line ends with the natural charge from an NBO analysis.
Element x y z (Å)
C: 2.9824 -0.1890 -1.5159  -0.625
C: 0.7031 0.9249 -0.9337  0.023
C: -0.1009 -0.7066 0.4157  0.162
C: 1.6664 -0.1488 -0.9341  -0.160
C: 1.2116 -1.1382 -0.0038  -0.120
C: -0.8911 -1.2605 1.4406  -0.235
C: -0.4044 -2.4011 1.9475  -0.250
C: 1.7653 -2.1970 0.7498  -0.207
C: 0.9215 -2.8824 1.6692  -0.259
N: -0.2716 0.6896 -0.0034  -0.568
H: -0.9360 1.4549 0.5071  0.480
H: 0.6666 1.7120 -1.5716  0.190
H: -1.8555 -0.7631 1.6912  0.229
H: 3.2085 0.5377 -2.3339  0.209
H: 2.8930 -1.2707 -2.0098  0.204
H: -1.0313 -2.8794 2.6370  0.195
H: 2.8394 -2.3944 0.5831  0.201
H: 1.2857 -3.7782 2.1717  0.199
H: 3.8403 -0.0449 -0.7851  0.202
C: -2.6216 2.1600 -1.1655  -0.772
C: -2.7372 2.7537 0.2879  0.787
O: -1.6111 2.7445 0.8991  -0.806
O: -3.8197 3.1446 0.6974  -0.715
H: -3.6480 2.0796 -1.5340  0.210
H: -2.2692 1.1442 -1.2067  0.218
H: -1.7864 2.7088 -1.6998  0.209

Q: Which of them is the most stable? A: run y.